1.
ORCA calculation (ωB97M-V/def2-TZVPD) on C2H5N3OS in the gas phase.

Frontier orbital gap (eV): 9.22
Total energy (Ha): -716.80697
Spin multiplicity: 1
HOMO level (eV): -9.04

CARTESIAN COORDINATES (ANGSTROEM)
1 C 0.2980 -0.3215 -0.5203
2 C 1.5949 -0.0878 0.2817
3 N -0.5001 -1.3655 0.1001
4 N -1.6856 -1.2647 0.3426
5 N -0.6217 0.8391 -0.6931
6 O -2.7933 1.1475 0.7974
7 S -2.2903 0.3789 -0.3528
8 H 0.6700 -0.8104 -1.4184
9 H 1.6535 0.7472 1.0288
10 H 2.4974 -0.1422 -0.3032
11 H 1.6498 -0.9349 0.9217
12 H -0.4726 1.8143 -0.1844

=====

2.
ORCA calculation (ωB97M-V/def2-TZVPD) on C28H35IrN6O as an isolated structure.

Frontier orbital gap (alpha / beta) (eV): 7.87 / 6.51
Total energy (Ha): -1595.20469
Charge: +3
Spin multiplicity: 2
<S²>: 0.80
HOMO level (alpha / beta) (eV): -16.63 / -17.37

CARTESIAN COORDINATES (ANGSTROEM)
1 Ir 0.5105 0.3876 0.3510
2 C 2.6634 0.0672 -1.6437
3 N 1.7164 -0.9545 -1.0758
4 C 2.5043 -2.0254 -0.4151
5 C 0.8118 -1.4444 -2.0791
6 C 1.2651 -2.1262 -3.1864
7 C 0.3640 -2.5654 -4.1511
8 C -0.9881 -2.2324 -4.0445
9 C -1.4411 -1.5386 -2.9441
10 C -0.5564 -1.2191 -1.8885
11 N -0.9272 -0.6375 -0.6932
12 C -2.2193 -0.5563 -0.2549
13 C -3.2759 -1.4095 -0.6593
14 C -4.5758 -1.0977 -0.3352
15 C -4.8507 0.0803 0.3672
16 C -3.8078 0.8352 0.9029
17 C -2.5031 0.4672 0.6673
18 N -1.4015 1.0228 1.4086
19 C -1.3668 2.5167 1.4440
20 C -1.4478 0.5059 2.8083
21 H 3.3580 -0.3927 -2.3512
22 H 3.2485 0.5016 -0.8377
23 H 2.1077 0.8438 -2.1589
24 H 3.1876 -2.4936 -1.1261
25 H 1.8430 -2.7914 -0.0216
26 H 3.0945 -1.5969 0.3922
27 H 2.3227 -2.3236 -3.3182
28 H 0.7183 -3.1445 -4.9944
29 H -1.6789 -2.5036 -4.8313
30 H -2.4694 -1.2070 -2.9075
31 H -3.0513 -2.3228 -1.1939
32 H -5.3793 -1.7585 -0.6321
33 H -5.8752 0.3740 0.5572
34 H -4.0330 1.6895 1.5289
35 H -2.2440 2.9239 1.9504
36 H -1.3224 2.9112 0.4360
37 H -0.4898 2.8357 2.0025
38 H -2.3003 0.9393 3.3348
39 H -0.5366 0.7829 3.3356
40 H -1.5578 -0.5737 2.8083
41 N 1.9949 1.2681 1.6715
42 C 2.4251 0.3335 2.6984
43 C 3.4103 0.5885 3.6028
44 C 3.7451 -0.3894 4.5699
45 C 3.0883 -1.5881 4.5950
46 C 2.0639 -1.8598 3.6519
47 C 1.3487 -3.0766 3.5984
48 C 0.3772 -3.2483 2.6475
49 C 0.1169 -2.2126 1.7430
50 N 0.7753 -1.0633 1.7598
51 C 1.7437 -0.8740 2.7059
52 H 1.5816 2.0905 2.1094
53 H 2.8041 1.6298 1.1695
54 H 3.9385 1.5362 3.5960
55 H 4.5255 -0.1772 5.2884
56 H 3.3422 -2.3434 5.3285
57 H 1.5786 -3.8629 4.3078
58 H -0.1857 -4.1694 2.5806
59 H -0.6461 -2.3294 0.9865
60 C -1.3850 3.1294 -4.0676
61 N -0.6040 3.0838 -2.8230
62 C 0.0267 4.3439 -2.4039
63 C -0.4821 1.9808 -2.1439
64 O 0.1717 1.8969 -1.0607
65 H -2.2840 3.7254 -3.9225
66 H -1.6629 2.1254 -4.3798
67 H -0.7891 3.5943 -4.8500
68 H 0.7032 4.6827 -3.1866
69 H 0.5794 4.1945 -1.4841
70 H -0.7379 5.1051 -2.2599
71 H -0.9801 1.1156 -2.5805

=====

3.
ORCA calculation (ωB97M-V/def2-TZVPD) on C15H14F6MgN5O4S4 as an isolated structure.

Frontier orbital gap (eV): 8.74
Total energy (Ha): -3546.74682
Charge: +1
Spin multiplicity: 1
HOMO level (eV): -11.26

CARTESIAN COORDINATES (ANGSTROEM)
1 Mg -0.1442 0.3213 -0.3202
2 C 2.6248 -2.3174 2.6047
3 C 1.6260 -1.1963 2.6952
4 C 1.8170 0.0030 2.0089
5 C 0.9466 1.0775 2.1940
6 C -0.1483 0.9532 3.0414
7 C -0.3693 -0.2493 3.6948
8 C 0.5142 -1.3061 3.5248
9 H 3.3385 -2.1549 1.7989
10 H 2.1345 -3.2784 2.4393
11 H 3.1868 -2.4039 3.5358
12 H 2.6868 0.1191 1.3715
13 H 1.1622 2.0262 1.7125
14 H -0.8212 1.7865 3.1930
15 H -1.2191 -0.3579 4.3553
16 H 0.3443 -2.2322 4.0616
17 N -0.6372 3.8836 -0.3218
18 C 0.2429 3.3502 -1.1909
19 N 0.6026 2.0844 -1.1744
20 C 1.5639 1.8372 -2.1589
21 C 1.9098 2.9035 -2.9009
22 S 1.0406 4.3007 -2.3810
23 C 2.0649 0.4582 -2.2584
24 C 2.9726 -0.0336 -3.1202
25 S 3.2082 -1.7200 -2.8370
26 C 2.0536 -1.6555 -1.5639
27 N 1.5370 -0.4668 -1.3544
28 N 1.7400 -2.7394 -0.8264
29 H -1.2027 3.2613 0.2347
30 H -0.9941 4.8110 -0.4732
31 H 2.6174 2.9606 -3.7098
32 H 3.5076 0.4804 -3.8999
33 H 2.0141 -3.6554 -1.1349
34 H 0.9558 -2.6778 -0.1954
35 F -3.0080 -3.7920 -0.0431
36 C -2.5779 -3.1124 -1.0860
37 F -1.5376 -3.7221 -1.6333
38 F -3.5366 -2.9524 -1.9726
39 S -1.9987 -1.4504 -0.5282
40 O -0.9040 -1.6309 0.4386
41 O -1.4630 -0.7105 -1.6818
42 N -3.2957 -0.8188 0.0782
43 S -3.2244 0.7571 0.3100
44 O -4.1612 1.2055 1.2708
45 O -1.8042 1.1687 0.4846
46 C -3.7466 1.5714 -1.2954
47 F -4.2984 2.7335 -0.9934
48 F -2.6981 1.7836 -2.0834
49 F -4.6218 0.7967 -1.9094

=====

The records above yield energy above the lowest of the compared OMol25 structures with the same formula, charge and spin values of 83.9 21.4 8.7 kcal/mol, respectively.